{"formula": "C15H33Br2INO10S2", "method": "ωB97M-V/def2-TZVPD", "gap_ev": 8.382, "charge": -1, "species": ["C", "O", "H", "S", "H", "H", "H", "H", "C", "C", "O", "C", "H", "C", "H", "C", "H", "H", "C", "H", "Br", "H", "O", "O", "H", "H", "C", "H", "C", "H", "N", "H", "C", "H", "C", "H", "H", "O", "O", "O", "H", "O", "H", "C", "H", "H", "H", "C", "S", "H", "H", "Br", "H", "H", "O", "H", "I", "H", "H", "C", "O", "H", "H", "C"], "xyz": [[4.186, -7.861, 1.499], [-0.457, 8.345, 2.926], [-0.284, -0.162, -2.170], [-2.978, 3.794, 2.087], [-1.374, 6.529, 3.061], [4.540, -8.894, 1.574], [4.104, -5.329, -1.300], [2.375, -2.032, -3.509], [2.455, 7.617, 1.902], [0.058, -4.115, -2.535], [4.956, -7.149, 0.543], [-1.202, -3.293, -2.318], [4.075, -8.378, -0.880], [4.541, -7.390, -0.794], [2.069, 8.210, 2.735], [3.610, -6.305, -1.310], [2.870, 8.301, 1.157], [-1.363, 9.687, 1.643], [-0.717, 7.053, 2.367], [1.043, 6.081, 3.170], [-3.632, -1.106, -0.100], [0.169, 10.205, 2.384], [2.388, -6.259, -0.588], [-2.141, 1.350, 0.894], [3.264, 6.972, 2.267], [-6.368, -0.965, -1.232], [2.401, -5.274, 0.436], [0.557, -4.325, -1.586], [-0.363, 9.358, 1.944], [3.350, -5.221, 0.974], [-2.962, 3.697, 0.448], [-7.066, 0.649, -0.692], [-0.829, -0.976, -2.645], [4.317, -7.372, 2.464], [-4.545, 1.576, -0.341], [3.356, -6.538, -2.350], [-1.249, 7.145, 1.416], [1.461, 6.836, 1.272], [0.951, -3.491, -3.450], [-3.461, 5.122, 2.413], [-0.293, -1.270, -3.551], [-1.663, 3.651, 2.674], [-1.829, -0.622, -2.911], [-6.360, -0.161, -0.480], [2.769, -3.419, -2.475], [-6.639, -0.593, 0.503], [-0.230, -5.076, -2.976], [1.964, -2.746, -2.795], [-2.819, 2.134, -0.106], [2.180, -4.291, 0.006], [1.599, -2.191, -1.928], [-5.831, 3.001, -0.623], [0.283, 5.261, 1.804], [-1.859, -3.841, -1.634], [-2.143, 2.208, -1.369], [1.616, -5.519, 1.153], [-4.573, 2.242, 3.118], [0.191, 9.027, 1.062], [5.444, -7.395, -1.412], [-4.922, 0.320, -0.327], [-0.922, -2.044, -1.710], [-1.746, -3.151, -3.258], [3.122, -7.858, 1.253], [0.555, 6.242, 2.204]], "nbo_charge": [-0.257, -0.561, 0.209, 2.069, 0.220, 0.165, 0.175, 0.189, -0.254, -0.088, -0.552, -0.086, 0.171, -0.088, 0.179, -0.090, 0.177, 0.164, -0.101, 0.164, 0.089, 0.173, -0.554, -0.947, 0.159, 0.228, -0.263, 0.175, -0.253, 0.183, -1.131, 0.239, -0.261, 0.190, -0.389, 0.187, 0.180, -0.555, -0.554, -0.960, 0.168, -0.936, 0.181, -0.664, 0.156, 0.230, 0.178, -0.257, 2.257, 0.175, 0.192, 0.087, 0.219, 0.181, -0.945, 0.192, -0.160, 0.179, 0.183, -0.064, -0.553, 0.172, 0.184, -0.098]}